# 1
{"formula": "C5H13NS", "method": "ωB97M-V/def2-TZVPD", "elements": ["C", "C", "C", "C", "C", "N", "S", "H", "H", "H", "H", "H", "H", "H", "H", "H", "H", "H", "H", "H"], "coordinates": [[0.420683, -1.422427, -1.168792], [0.729756, -1.184258, 1.629735], [-2.324142, -0.064163, -0.441336], [-1.479234, 0.876160, 0.352050], [-0.003328, 1.123859, -0.095014], [3.046731, 1.123140, -0.245132], [1.015561, -0.509720, 0.087214], [0.072078, -0.939454, -1.995501], [0.418923, -2.529649, -1.253225], [1.561195, -0.941533, 2.220110], [0.273262, -2.081674, 1.478722], [-2.681285, 0.497098, -1.282713], [-1.836642, -0.988102, -0.840147], [-3.143023, -0.338124, 0.084600], [-1.439201, 0.202573, 1.345058], [-1.765069, 1.922017, 0.554790], [0.061357, 1.373451, -1.072717], [0.447079, 1.731370, 0.526122], [3.737508, 0.466590, -0.591044], [2.954093, 1.137217, 0.764298]], "forces_ev_per_a": [[1.2, -1.5, 2.5], [1.0, 3.0, -2.2], [1.6, 1.0, -3.1], [2.6, -2.1, 3.1], [-3.1, -5.7, 0.2], [-2.4, -0.7, -0.3], [-1.3, 0.9, -1.2], [-0.8, 1.6, -2.0], [0.5, 1.0, 0.6], [0.8, -0.2, 1.2], [-0.9, -2.6, 0.3], [-0.5, 0.0, -1.0], [-0.1, 0.9, 0.7], [-2.6, -0.9, 1.8], [0.5, 2.4, -1.3], [-0.9, -0.7, -0.1], [0.6, 0.9, -3.1], [2.5, 3.2, 2.9], [0.3, -0.2, 0.7], [1.0, -0.1, 0.3]], "relative_energy_kcal_mol": 192.3, "orbital_gap_ev": [6.210, 6.213], "e_homo_ev": [-7.5, -7.5]}


# 2
{"formula": "C41H34Cl5N3O4PbSi", "method": "ωB97M-V/def2-TZVPD", "elements": ["Pb", "Cl", "C", "C", "C", "Cl", "C", "Cl", "C", "Cl", "C", "Cl", "O", "C", "O", "C", "C", "C", "C", "C", "C", "N", "C", "C", "C", "C", "C", "C", "N", "H", "H", "H", "H", "H", "H", "H", "H", "H", "H", "O", "Si", "C", "C", "C", "C", "C", "C", "C", "C", "C", "C", "C", "C", "C", "C", "C", "C", "C", "C", "H", "H", "H", "H", "H", "H", "H", "H", "H", "H", "H", "H", "H", "H", "H", "C", "N", "C", "C", "C", "O", "H", "H", "H", "H", "H", "H", "H", "H", "H"], "coordinates": [[0.122060, -0.295774, 0.222088], [-1.317080, -2.528590, 2.949369], [-1.701046, -0.831953, 3.149188], [-1.237148, 0.048032, 2.196771], [-1.567443, 1.374877, 2.370294], [-1.020918, 2.521623, 1.139044], [-2.314349, 1.849176, 3.442945], [-2.692754, 3.519037, 3.611265], [-2.758980, 0.927063, 4.391593], [-3.688074, 1.460748, 5.737398], [-2.455097, -0.429152, 4.246789], [-3.013939, -1.566174, 5.412701], [6.003778, 3.411302, -3.798581], [5.352704, 3.407098, -2.612808], [5.927309, 3.753465, -1.621152], [3.922735, 2.954907, -2.613989], [3.277490, 2.418559, -3.725341], [1.969928, 1.977752, -3.644031], [1.277817, 2.070437, -2.437047], [1.919106, 2.618181, -1.329560], [3.228860, 3.053676, -1.413380], [-0.021024, 1.553175, -2.196349], [-0.770452, 1.150434, -3.134283], [-2.053175, 0.461956, -2.865895], [-2.924190, 0.198218, -3.915281], [-4.114663, -0.461589, -3.644826], [-4.382786, -0.841386, -2.342721], [-3.443243, -0.547259, -1.360300], [-2.306765, 0.086472, -1.608006], [5.408723, 3.164468, -4.514016], [3.791713, 2.274313, -4.669260], [1.524249, 1.513743, -4.512907], [1.380920, 2.675731, -0.391263], [3.743346, 3.445448, -0.546504], [-0.519520, 1.265271, -4.192968], [-2.672584, 0.504964, -4.922312], [-4.817892, -0.676437, -4.438628], [-5.296938, -1.356234, -2.081993], [-3.613625, -0.839607, -0.329176], [2.045553, -0.109247, 1.215087], [3.646023, -0.218693, 1.185697], [4.319347, -0.245125, -0.583506], [5.546122, 0.346253, -0.895557], [6.089607, 0.265679, -2.171355], [5.408365, -0.412314, -3.171247], [4.180209, -0.995157, -2.889677], [3.646103, -0.910942, -1.610956], [4.404074, 1.244235, 2.084342], [3.686220, 2.437572, 2.191674], [4.242344, 3.561608, 2.785125], [5.535492, 3.510389, 3.286830], [6.260952, 2.330751, 3.205531], [5.695494, 1.209421, 2.612737], [4.298843, -1.780229, 2.008261], [3.902210, -2.089603, 3.312743], [4.347765, -3.237276, 3.949426], [5.215161, -4.102659, 3.291895], [5.633255, -3.808078, 2.003008], [5.174700, -2.657757, 1.369482], [6.086765, 0.889676, -0.128473], [7.039916, 0.739878, -2.384097], [5.829883, -0.481609, -4.167191], [3.639119, -1.514783, -3.672076], [2.681062, -1.372869, -1.415795], [2.668078, 2.476181, 1.817177], [3.669066, 4.477835, 2.858317], [5.973769, 4.386794, 3.747518], [7.266716, 2.283851, 3.604373], [6.270032, 0.289363, 2.565263], [3.225175, -1.423294, 3.838495], [4.021243, -3.459431, 4.957792], [5.568066, -4.998298, 3.787682], [6.319791, -4.471790, 1.490760], [5.504505, -2.442891, 0.357634], [2.984820, -5.301054, -0.514701], [1.919995, -4.393724, -0.927604], [1.603265, -4.246095, -2.341917], [1.272127, -3.597877, -0.061733], [1.553569, -3.721003, 1.409677], [0.414473, -2.796291, -0.472724], [3.256331, -5.923157, -1.362631], [2.652545, -5.956420, 0.289386], [3.871452, -4.756349, -0.183913], [2.062776, -5.061367, -2.894246], [1.976514, -3.298279, -2.731811], [0.525169, -4.271426, -2.487264], [2.533386, -4.126331, 1.650270], [0.781205, -4.356057, 1.851223], [1.466836, -2.733209, 1.857608]], "forces_ev_per_a": [[-0.1, -0.1, -0.4], [-0.1, 0.1, 0.1], [0.1, -0.2, 0.0], [0.1, 0.2, -0.1], [0.0, 0.1, -0.1], [-0.1, -0.1, 0.2], [0.0, -0.1, 0.0], [0.0, 0.0, 0.0], [0.0, 0.0, 0.0], [0.0, 0.0, 0.0], [0.0, 0.1, 0.0], [0.0, 0.0, 0.0], [0.0, 0.0, 0.0], [0.0, 0.0, 0.0], [0.0, 0.0, 0.0], [0.0, 0.1, 0.0], [0.0, 0.0, 0.0], [0.0, -0.1, 0.0], [-0.1, 0.0, 0.0], [0.0, 0.1, 0.0], [0.0, 0.0, 0.0], [0.1, -0.1, -0.1], [0.0, 0.1, 0.0], [0.0, 0.0, 0.1], [0.0, 0.0, 0.0], [0.0, 0.0, 0.0], [0.0, 0.0, 0.0], [0.0, 0.0, 0.0], [-0.1, 0.1, 0.1], [0.0, 0.0, 0.0], [0.0, 0.0, 0.0], [0.0, 0.0, 0.0], [0.0, 0.0, 0.0], [0.0, 0.0, 0.0], [0.0, 0.0, 0.0], [0.0, 0.0, 0.0], [0.0, 0.0, 0.0], [0.0, 0.0, 0.0], [0.0, 0.0, 0.0], [0.1, -0.2, 0.3], [0.0, 0.2, -0.1], [0.1, 0.0, 0.1], [0.0, 0.0, 0.0], [0.0, 0.0, 0.0], [0.0, 0.0, 0.0], [0.0, 0.0, 0.0], [-0.1, 0.0, 0.0], [0.0, 0.0, -0.1], [0.0, 0.0, 0.0], [0.0, 0.0, 0.0], [0.0, 0.0, 0.0], [0.0, 0.0, 0.0], [0.0, 0.0, 0.0], [0.0, 0.0, 0.0], [0.0, 0.0, 0.1], [0.0, 0.0, 0.0], [0.0, 0.0, 0.0], [0.0, 0.0, 0.0], [0.0, 0.0, 0.0], [0.0, 0.0, 0.0], [0.0, 0.0, 0.0], [0.0, 0.0, 0.0], [0.0, 0.0, 0.0], [0.0, 0.0, 0.0], [0.0, 0.0, 0.0], [0.0, 0.0, 0.0], [0.0, 0.0, 0.0], [0.0, 0.0, 0.0], [0.0, 0.0, 0.0], [0.0, 0.0, 0.0], [0.0, 0.0, 0.0], [0.0, 0.0, 0.0], [0.0, 0.0, 0.0], [0.0, 0.0, 0.0], [0.0, 0.0, 0.0], [0.0, 0.0, 0.0], [0.0, 0.0, 0.0], [-0.1, 0.0, 0.1], [0.1, 0.0, 0.0], [0.1, -0.1, 0.1], [0.0, 0.0, 0.0], [0.0, 0.0, 0.0], [0.0, 0.0, 0.0], [0.0, 0.0, 0.0], [0.0, 0.0, 0.0], [0.0, 0.0, 0.0], [0.0, 0.0, 0.0], [0.0, 0.0, 0.0], [0.0, 0.0, 0.0]], "relative_energy_kcal_mol": 3.0, "orbital_gap_ev": 7.154, "e_homo_ev": -8.0}


# 3
{"formula": "C5H10O", "method": "ωB97M-V/def2-TZVPD", "elements": ["C", "C", "C", "H", "H", "H", "H", "H", "H", "C", "C", "O", "H", "H", "H", "H"], "coordinates": [[-0.803798, 4.370347, -0.699049], [-1.613617, 3.303267, -1.035968], [-1.910175, 1.951725, -0.400601], [-0.569441, 5.128780, -1.285108], [-0.314042, 4.351792, 0.371603], [-1.937734, 3.120721, -2.118978], [-2.947747, 2.070174, 0.037379], [-2.020871, 1.199873, -1.137797], [-1.280326, 1.636613, 0.383291], [1.177012, -3.871838, 0.080091], [2.090187, -4.191319, 1.021438], [2.941064, -3.191515, 1.434676], [0.303845, -4.462527, -0.125263], [1.260706, -2.849153, -0.231028], [2.250476, -5.166854, 1.388371], [3.374462, -3.400093, 2.316943]], "forces_ev_per_a": [[-1.8, -6.2, 4.8], [2.0, 0.3, -2.1], [-2.1, 2.3, 1.1], [0.7, 3.3, -2.7], [-1.1, 0.2, -2.2], [0.2, 1.5, 1.3], [0.9, -0.3, -0.2], [0.2, -0.7, -0.8], [0.9, -0.3, 0.9], [1.1, -0.1, 1.8], [-1.0, 1.5, -1.5], [1.0, -0.6, 1.6], [0.2, -0.4, -0.5], [-0.5, 0.4, -0.4], [0.0, -0.9, 0.7], [-0.9, 0.1, -1.8]], "relative_energy_kcal_mol": 70.2, "orbital_gap_ev": 9.778, "smiles": "C=CC.C=CO", "e_homo_ev": -9.0}


# 4
{"formula": "C5H8N", "method": "ωB97M-V/def2-TZVPD", "elements": ["C", "C", "C", "C", "C", "N", "H", "H", "H", "H", "H", "H", "H", "H"], "coordinates": [[-1.867335, 0.305321, 0.590755], [-0.422100, 0.733630, 0.953372], [-0.546421, -0.667322, -0.929799], [0.385597, 0.023170, -0.105981], [1.837367, -0.055218, -0.131040], [-1.912230, -0.369812, -0.473912], [-2.867880, 0.558838, 0.953012], [-0.322382, 1.773746, 0.935225], [-0.108942, 0.411501, 1.895382], [-0.377465, -0.492451, -2.079512], [-0.374018, -1.810394, -0.895799], [2.309468, -1.128130, 0.075903], [2.205612, 0.718033, 0.479293], [2.060729, -0.000914, -1.266900]], "forces_ev_per_a": [[-2.0, 0.2, -0.7], [-0.6, -1.5, -1.7], [0.5, -4.6, -5.7], [-1.0, 1.3, 2.1], [0.2, -3.3, -3.1], [3.4, 1.3, 1.8], [0.4, 0.3, 0.9], [-0.2, 1.9, -0.1], [0.0, -0.6, 2.0], [-0.7, 0.0, 1.8], [-0.5, 1.3, 0.1], [-1.1, 2.1, 0.2], [1.1, 0.8, 0.5], [0.4, 0.6, 1.7]], "relative_energy_kcal_mol": 52.4, "spin_multiplicity": 3, "orbital_gap_ev": [7.412, 7.358], "charge": 1, "e_homo_ev": [-12.2, -16.7], "s_squared": 2.01}


# 5
{"formula": "C37H31F6N3O4PS3Tm", "method": "ωB97M-V/def2-TZVPD", "elements": ["Tm", "C", "C", "C", "C", "C", "C", "C", "C", "S", "C", "N", "C", "C", "C", "C", "C", "C", "C", "C", "H", "H", "H", "H", "H", "H", "H", "H", "H", "H", "H", "H", "H", "H", "H", "H", "F", "C", "F", "F", "S", "O", "O", "N", "S", "O", "O", "C", "F", "F", "F", "N", "P", "C", "C", "C", "C", "C", "C", "C", "C", "C", "C", "C", "C", "C", "C", "C", "C", "C", "C", "H", "H", "H", "H", "H", "H", "H", "H", "H", "H", "H", "H", "H", "H", "H"], "coordinates": [[12.042532, 15.707829, 11.072519], [19.999705, 11.467728, 10.620064], [19.071900, 12.121674, 9.537038], [17.915895, 11.192404, 9.248969], [19.852638, 12.225066, 8.195842], [18.577438, 13.500103, 9.985463], [19.508279, 14.410834, 10.531796], [19.160150, 15.747421, 10.846734], [17.884739, 16.148873, 10.656730], [17.166840, 17.709402, 10.941161], [15.655535, 17.074197, 10.352583], [15.654752, 15.790275, 10.022257], [16.912628, 15.242930, 10.163474], [17.253396, 13.900039, 9.810634], [14.509001, 17.970483, 10.035967], [14.824613, 19.315577, 9.805843], [13.811590, 20.272391, 9.702585], [12.475818, 19.897276, 9.826035], [12.196280, 18.511004, 9.846171], [13.181971, 17.510916, 9.996897], [20.314082, 10.465099, 10.294700], [19.453965, 11.414252, 11.539903], [20.920687, 12.066626, 10.728422], [18.312511, 10.213355, 8.925538], [17.248091, 11.546302, 8.464294], [17.296751, 11.054959, 10.118747], [20.105775, 11.233909, 7.763407], [20.824076, 12.756325, 8.248628], [19.260790, 12.803517, 7.495738], [20.475098, 14.033798, 10.767429], [19.902220, 16.426993, 11.196378], [16.457960, 13.280073, 9.380354], [15.880347, 19.614024, 9.764361], [14.100377, 21.301127, 9.447741], [11.636097, 20.585245, 9.892083], [11.130042, 18.210922, 9.776534], [7.352335, 17.317823, 12.908377], [7.888425, 17.272720, 11.676347], [6.938054, 17.111365, 10.714685], [8.490260, 18.471382, 11.429090], [9.142295, 15.853386, 11.534578], [9.882468, 16.293949, 10.346751], [8.438053, 14.621528, 11.429351], [10.191233, 15.890424, 12.719950], [11.004249, 17.001169, 13.437245], [12.431012, 16.697716, 13.075321], [10.617891, 18.350694, 13.295274], [10.812241, 16.563195, 15.267643], [11.704372, 17.220256, 16.022184], [9.579442, 16.815492, 15.785283], [11.000175, 15.198727, 15.316072], [11.910049, 13.739097, 10.207241], [13.004872, 12.609064, 10.226690], [13.883396, 12.793214, 11.748575], [13.278237, 13.376626, 12.877179], [14.020299, 13.593735, 14.044126], [15.433819, 13.468379, 14.037793], [16.015450, 12.828398, 12.924844], [15.242880, 12.477744, 11.842058], [13.938777, 12.627245, 8.596487], [14.065554, 11.536769, 7.712852], [14.476301, 11.742453, 6.404075], [14.650362, 13.023715, 5.902519], [14.613936, 14.106640, 6.790549], [14.177771, 13.920952, 8.098268], [12.440219, 10.971058, 10.236761], [11.473360, 10.608068, 9.285271], [10.962648, 9.298890, 9.211324], [11.385444, 8.301111, 10.086342], [12.363841, 8.649418, 11.017485], [12.822657, 9.948140, 11.133897], [12.225858, 13.721991, 12.815093], [13.504825, 13.909022, 14.969134], [16.042742, 13.773119, 14.885908], [17.067550, 12.588593, 12.943973], [15.646757, 11.853070, 11.023882], [13.851160, 10.510869, 8.032142], [14.632930, 10.877506, 5.765611], [14.902291, 13.179626, 4.853520], [14.888747, 15.127826, 6.464950], [14.007967, 14.791191, 8.720427], [11.165995, 11.303196, 8.518696], [10.173089, 9.178082, 8.474582], [11.080781, 7.266539, 9.951717], [12.739476, 7.901496, 11.700056], [13.515408, 10.181586, 11.945382]], "forces_ev_per_a": [[0.9, -1.6, -2.5], [0.1, 0.6, -1.4], [1.0, -0.4, -0.2], [0.0, -0.7, -0.3], [0.8, 0.3, 0.1], [0.1, 0.1, -0.1], [-1.3, 1.0, 0.2], [1.6, -2.1, -0.2], [-1.7, -0.1, -0.4], [0.0, -0.5, -0.1], [-0.7, -1.5, -1.2], [-0.1, 1.6, 0.6], [0.3, -0.6, 0.1], [-0.1, 1.4, 0.2], [0.4, 0.4, 0.5], [-0.2, 0.1, 0.2], [0.2, 0.4, -0.3], [0.1, -1.2, -0.3], [-0.2, 0.3, 0.3], [-0.4, 0.0, 0.2], [-0.2, 0.2, 0.1], [-0.1, -0.1, 0.7], [-0.4, -0.3, 0.2], [-0.3, 0.3, 0.2], [0.1, 0.1, -0.2], [-0.2, -0.3, 0.5], [-0.4, 0.4, 0.3], [-0.5, -0.1, 0.4], [-0.2, -0.1, -0.3], [0.7, 0.1, -0.1], [0.5, 0.3, 0.3], [0.6, 0.3, 0.2], [-0.5, 0.0, -0.1], [-0.3, -0.4, 0.5], [0.3, 0.1, -0.3], [0.6, 0.3, 0.2], [0.2, -0.3, -1.1], [-0.3, 1.3, -0.4], [1.1, -0.2, 1.5], [-0.5, -1.6, 0.4], [-1.2, 0.5, -1.6], [0.2, -0.2, 0.4], [0.2, 0.7, 0.7], [-0.9, -0.7, 0.3], [2.1, 0.5, 0.9], [-1.8, 0.3, 1.3], [-0.6, 0.5, 0.0], [-0.5, -1.3, 0.8], [-0.5, -0.8, -1.0], [1.4, -0.1, -1.2], [0.1, 1.8, 0.3], [0.7, 0.7, 0.5], [-1.4, 2.2, -1.5], [1.7, 0.4, 1.3], [0.0, 0.3, -0.2], [0.7, 0.6, 0.3], [-1.1, -0.9, -0.8], [-0.1, 0.6, 1.0], [-0.4, -1.1, -0.8], [-0.4, 0.4, 0.1], [0.3, 0.0, 0.9], [-0.3, -0.2, -0.3], [0.8, 0.4, 0.4], [-0.3, 0.4, -0.4], [0.2, -0.5, -0.2], [-1.4, -3.0, 0.2], [0.3, -0.9, 0.1], [-0.3, 1.0, 0.1], [0.7, 0.5, -0.6], [-0.5, -0.3, 0.1], [0.4, 0.9, 0.0], [0.5, -0.8, 0.3], [0.3, 0.1, -0.7], [-0.2, -0.2, -0.1], [0.2, 0.1, -0.1], [0.0, 0.7, 0.5], [0.2, 0.4, 0.0], [-0.2, 0.1, 0.0], [0.0, -0.1, 0.3], [-0.4, -0.7, 0.1], [0.2, -0.2, 0.0], [-0.2, 0.3, 0.1], [0.2, -0.5, 0.1], [-0.2, 0.2, 0.2], [0.0, -0.1, 0.1], [-0.1, -0.1, -0.3]], "spin_multiplicity": 3, "orbital_gap_ev": [8.246, 8.247], "e_homo_ev": [-8.0, -8.0], "s_squared": 2.00}


# 6
{"formula": "C4HN2O4S", "method": "ωB97M-V/def2-TZVPD", "elements": ["C", "C", "C", "C", "N", "N", "O", "O", "O", "O", "S", "H"], "coordinates": [[1.309031, -0.265071, -2.439747], [0.669002, -0.869442, -0.213482], [0.001130, -0.465118, 2.183363], [0.680149, 0.031678, -1.239894], [1.825587, -0.461707, -3.455426], [-0.043345, -0.245582, 1.006457], [1.067559, -2.005707, -0.058799], [-0.013842, -0.586012, 3.336706], [-2.767605, 0.618929, 1.295230], [-1.226363, 2.281148, 0.427915], [-1.770934, 0.946075, 0.296363], [0.269632, 1.020810, -1.138685]], "forces_ev_per_a": [[0.4, -0.3, -0.8], [0.1, -0.5, 0.7], [0.2, -0.1, 0.3], [-0.2, 0.6, 0.1], [0.1, 0.0, -0.1], [0.3, -0.1, -0.8], [0.1, 0.0, -0.1], [0.0, -0.2, 0.6], [0.2, -0.1, -0.1], [0.0, -0.3, -0.2], [-1.3, 1.0, 0.2], [0.1, 0.0, 0.1]], "relative_energy_kcal_mol": 0.0, "orbital_gap_ev": 7.496, "charge": -1, "e_homo_ev": -4.6}


no.,energy (a.u.)
1,-650.9376
2,-4831.4371
3,-271.6407
4,-249.6126
5,-5114.0726
6,-961.7561